{"formula": "C40H36BBrIN13O2S4Sr", "method": "ωB97M-V/def2-TZVPD", "symbols": ["Sr", "C", "S", "C", "S", "N", "N", "C", "C", "C", "C", "C", "C", "N", "H", "H", "H", "H", "H", "H", "H", "H", "C", "O", "C", "C", "C", "C", "C", "C", "N", "N", "C", "C", "C", "C", "O", "C", "N", "C", "C", "C", "C", "H", "H", "H", "H", "H", "H", "H", "H", "H", "H", "H", "H", "C", "N", "C", "C", "N", "B", "N", "C", "C", "N", "C", "C", "S", "C", "S", "H", "H", "H", "H", "H", "H", "H", "H", "H", "H", "H", "H", "Br", "C", "C", "C", "C", "C", "C", "I", "H", "H", "H", "H", "N", "C", "N", "C", "N"], "positions_angstrom": [[-0.1292, 1.1846, 0.0698], [-1.6440, 6.6695, 2.6396], [0.1487, 6.6238, 2.5678], [0.5127, 5.0415, 1.7890], [-0.7974, 4.0204, 1.3678], [1.8020, 4.9303, 1.7168], [2.3674, 3.7781, 1.2038], [2.0382, 3.4528, 0.0218], [2.6352, 2.2363, -0.5857], [3.9091, 1.7701, -0.2885], [4.3124, 0.5622, -0.8210], [3.4519, -0.1347, -1.6539], [2.2138, 0.4164, -1.9299], [1.8123, 1.5771, -1.4147], [-1.8864, 7.6774, 2.9834], [-2.0524, 5.9407, 3.3368], [-2.0957, 6.5019, 1.6647], [1.3034, 3.9953, -0.5740], [4.5342, 2.3473, 0.3780], [5.2869, 0.1567, -0.5774], [3.7133, -1.1016, -2.0620], [1.5014, -0.0897, -2.5683], [-1.0767, -9.7868, 0.0622], [-1.0412, -8.8083, 1.0717], [0.1094, -8.0622, 1.1861], [1.3074, -8.3936, 0.5684], [2.4192, -7.5754, 0.7671], [2.3170, -6.4330, 1.5347], [1.1214, -6.1205, 2.1750], [0.0231, -6.9327, 1.9996], [3.5296, -5.6785, 1.7656], [3.5885, -4.4458, 1.6169], [2.5445, -3.6393, 1.0754], [1.7244, -3.9931, 0.0305], [0.8211, -3.0952, -0.5301], [0.6657, -1.7853, -0.0678], [-0.1955, -0.9788, -0.5497], [1.5955, -1.3733, 0.9969], [1.5656, -0.0718, 1.4142], [2.3510, 0.3254, 2.3812], [3.2457, -0.5454, 3.0278], [3.3264, -1.8405, 2.6124], [2.4983, -2.2981, 1.5596], [-2.1033, -10.1442, 0.0165], [-0.4155, -10.6302, 0.2910], [-0.7923, -9.3670, -0.9078], [1.3977, -9.2739, -0.0511], [3.3686, -7.8216, 0.3083], [1.0109, -5.2388, 2.7899], [-0.9096, -6.6734, 2.4802], [1.7840, -4.9896, -0.3879], [0.1864, -3.4060, -1.3496], [2.2921, 1.3702, 2.6698], [3.8651, -0.1754, 3.8344], [4.0125, -2.5363, 3.0748], [3.1057, 1.9512, -4.9245], [1.8654, 1.2275, -5.0403], [1.7474, -0.0765, -5.4759], [0.4365, -0.3918, -5.3686], [-0.2451, 0.7016, -4.8847], [-1.8135, 0.5029, -4.6586], [-2.5107, 1.8165, -4.2589], [-2.7972, 2.7932, -5.1847], [-3.2386, 3.8904, -4.5379], [-3.2124, 3.5825, -3.1951], [-3.5397, 4.4841, -2.1151], [-2.7801, 2.3100, -3.0287], [-2.7477, 1.5541, -1.5051], [0.6325, 1.7037, -4.6816], [0.3557, 3.2817, -4.1192], [3.5389, 2.1341, -5.9105], [3.8105, 1.3845, -4.3122], [2.8852, 2.9032, -4.4435], [2.5961, -0.6524, -5.7974], [-0.0825, -1.3071, -5.5864], [-2.2607, 0.1653, -5.7384], [-1.9420, -0.3435, -3.8199], [-2.6217, 2.6190, -6.2294], [-3.5333, 4.8617, -4.8892], [-3.6036, 5.4919, -2.5240], [-2.7621, 4.4410, -1.3502], [-4.4910, 4.2147, -1.6526], [-6.4175, 5.1912, 2.8431], [-5.0586, 4.3110, 3.8443], [-4.9350, 4.6646, 5.1817], [-3.9624, 4.0646, 5.9608], [-3.1166, 3.1162, 5.3993], [-3.2477, 2.7732, 4.0661], [-4.2310, 3.3644, 3.2661], [-4.2376, 2.8012, 1.2776], [-5.5967, 5.4101, 5.6001], [-3.8620, 4.3450, 7.0014], [-2.3425, 2.6462, 5.9908], [-2.5719, 2.0561, 3.6192], [-1.4342, 0.4165, 2.0739], [-1.3740, -0.3872, 2.9156], [-1.3107, -1.1399, 3.9746], [-1.1531, -2.4320, 3.7660], [-1.0150, -3.5828, 3.7219]], "forces_ev_per_angstrom": [[-2.0, 2.0, 0.3], [-0.2, 0.1, 0.0], [0.0, 0.0, 0.0], [0.1, 0.2, 0.2], [0.2, -0.2, 0.0], [0.1, -0.3, -0.1], [-0.2, 0.3, 0.3], [0.3, -0.3, -0.4], [-0.2, 0.2, -0.2], [0.0, 0.2, 0.2], [0.1, 0.0, 0.0], [0.0, -0.1, -0.1], [0.1, 0.1, -0.1], [0.8, 0.0, -0.3], [0.0, 0.0, 0.0], [0.1, 0.0, 0.0], [0.1, 0.0, 0.0], [0.1, 0.0, 0.0], [0.0, 0.0, 0.0], [0.0, 0.0, 0.0], [0.0, 0.0, 0.0], [-0.1, -0.1, 0.0], [0.1, 0.0, 0.0], [0.1, 0.1, 0.0], [-0.2, -0.1, 0.0], [0.0, 0.1, 0.1], [-0.2, -0.1, 0.0], [0.5, 0.3, 0.1], [-0.2, -0.1, 0.0], [0.0, 0.0, 0.0], [-0.1, -0.1, -0.1], [-0.2, 0.2, 0.0], [0.4, -0.1, 0.4], [-0.3, 0.1, -0.3], [0.1, -0.3, -0.1], [0.2, 0.1, 0.2], [0.5, -1.1, -0.2], [0.0, 0.0, 0.1], [0.2, -0.6, -0.1], [0.1, -0.1, 0.1], [0.1, 0.1, 0.0], [0.0, -0.1, -0.1], [0.1, 0.0, 0.0], [0.0, 0.0, 0.0], [0.0, 0.0, 0.0], [0.0, 0.0, 0.0], [0.0, 0.0, 0.0], [0.0, 0.0, 0.0], [0.1, 0.1, 0.0], [-0.1, -0.1, 0.0], [0.0, 0.0, 0.0], [0.0, 0.0, 0.0], [0.0, 0.0, 0.0], [0.0, 0.0, 0.0], [0.0, 0.0, 0.0], [0.0, 0.0, 0.0], [0.1, -0.1, 0.0], [-0.2, -0.1, 0.1], [0.3, 0.1, 0.0], [-0.1, -0.2, 0.0], [0.0, 0.0, 0.1], [0.0, 0.1, 0.1], [-0.1, 0.1, 0.0], [0.0, -0.1, -0.1], [0.0, 0.0, 0.0], [0.0, 0.0, 0.1], [0.0, 0.0, 0.0], [0.0, -0.2, -0.1], [-0.2, 0.4, 0.1], [0.0, 0.0, 0.0], [0.0, 0.0, 0.0], [0.0, 0.0, 0.0], [0.0, 0.0, 0.0], [0.0, 0.0, 0.0], [0.0, 0.0, 0.0], [0.0, 0.0, 0.0], [-0.1, 0.0, 0.1], [0.0, 0.0, -0.1], [0.0, 0.0, 0.0], [0.0, 0.0, 0.0], [0.0, 0.0, 0.0], [0.0, 0.0, 0.0], [0.0, 0.0, 0.0], [-0.2, 0.1, 0.0], [0.0, 0.0, 0.0], [0.0, 0.0, 0.0], [0.0, 0.0, 0.0], [0.0, 0.1, 0.0], [0.3, 0.0, 0.2], [-0.1, -0.1, -0.2], [0.0, 0.0, 0.0], [0.0, 0.0, 0.0], [0.0, 0.0, 0.0], [0.0, 0.0, 0.0], [-0.2, -0.2, 0.1], [0.0, 0.4, 0.3], [0.0, -0.1, -0.4], [0.0, -0.1, 0.4], [0.1, -0.3, -0.1]], "relative_energy_ev": 1.469, "e_homo_ha": -0.1049, "charge": -2}

=====

{"formula": "C40H36BrCl3GeMnN4O5", "method": "ωB97M-V/def2-TZVPD", "symbols": ["Mn", "Br", "C", "C", "C", "C", "C", "C", "N", "C", "C", "C", "C", "C", "C", "N", "H", "H", "H", "H", "H", "H", "H", "H", "H", "N", "C", "N", "C", "C", "O", "C", "C", "H", "H", "H", "H", "H", "H", "H", "H", "O", "C", "O", "C", "C", "Ge", "C", "C", "C", "C", "C", "C", "C", "C", "C", "C", "C", "C", "C", "C", "C", "C", "C", "C", "H", "H", "H", "H", "H", "H", "H", "H", "H", "H", "H", "H", "H", "H", "H", "H", "H", "H", "H", "Cl", "C", "Cl", "Cl", "C", "O", "O"], "positions_angstrom": [[0.6066, 0.3118, -1.7105], [4.4808, -4.4303, -5.9255], [3.7242, -2.8965, -5.1312], [4.5069, -2.0950, -4.3148], [3.9487, -0.9718, -3.7283], [2.6159, -0.6665, -3.9721], [1.8263, -1.4871, -4.7639], [2.3875, -2.6023, -5.3602], [2.0224, 0.4568, -3.3295], [2.6121, 1.5834, -3.3335], [2.0748, 2.6592, -2.4880], [2.5874, 3.9375, -2.4719], [2.0468, 4.8582, -1.5801], [1.0256, 4.4638, -0.7351], [0.5593, 3.1583, -0.8037], [1.0679, 2.2922, -1.6736], [5.5376, -2.3568, -4.1238], [4.5216, -0.3663, -3.0367], [0.7791, -1.2543, -4.9100], [1.7904, -3.2485, -5.9876], [3.5216, 1.7581, -3.9054], [3.4039, 4.2004, -3.1298], [2.4316, 5.8681, -1.5426], [0.5888, 5.1419, -0.0168], [-0.2276, 2.7975, -0.1541], [-1.3815, 0.6918, -2.1143], [-2.4451, 0.6777, -2.5714], [-3.6366, 0.5887, -3.0667], [-4.4697, 1.7710, -3.3430], [-5.7385, 1.6713, -2.5115], [-6.3851, 0.4373, -2.7387], [-5.5872, -0.6552, -2.3255], [-4.3120, -0.7235, -3.1467], [-4.7134, 1.7730, -4.4067], [-3.9028, 2.6697, -3.1043], [-6.4361, 2.4572, -2.7951], [-5.4978, 1.7804, -1.4451], [-6.1779, -1.5573, -2.4725], [-5.3419, -0.5626, -1.2593], [-4.5423, -0.9183, -4.1953], [-3.6341, -1.4921, -2.7770], [3.4803, 0.7144, -0.7903], [2.7793, 0.1767, 0.0444], [1.4693, 0.0613, -0.0862], [3.3062, -0.4222, 1.3191], [2.6801, 0.1665, 2.5846], [0.7728, -0.0864, 3.0043], [-0.4361, 1.2176, 2.1558], [-1.5279, 0.8282, 1.3813], [-2.4733, 1.7594, 0.9593], [-2.3352, 3.1008, 1.2900], [-1.2297, 3.5114, 2.0270], [-0.2961, 2.5757, 2.4549], [0.6179, 0.3051, 4.9151], [-0.4864, 0.9874, 5.4259], [-0.6263, 1.1988, 6.7913], [0.3380, 0.7268, 7.6684], [1.4381, 0.0390, 7.1778], [1.5730, -0.1710, 5.8130], [0.1281, -1.9074, 2.7264], [0.9914, -2.9584, 2.4175], [0.5358, -4.2701, 2.3624], [-0.7933, -4.5546, 2.6311], [-1.6642, -3.5244, 2.9572], [-1.2061, -2.2162, 3.0016], [4.3851, -0.2744, 1.3240], [3.1181, -1.4934, 1.2414], [2.8660, 1.2447, 2.6199], [3.2157, -0.2372, 3.4466], [-1.6574, -0.2166, 1.1157], [-3.3340, 1.4266, 0.3910], [-3.0853, 3.8206, 0.9874], [-1.1124, 4.5541, 2.2961], [0.5347, 2.9088, 3.0684], [-1.2523, 1.3618, 4.7567], [-1.4903, 1.7298, 7.1700], [0.2307, 0.8900, 8.7328], [2.1901, -0.3380, 7.8587], [2.4344, -0.7240, 5.4557], [2.0424, -2.7722, 2.2419], [1.2242, -5.0688, 2.1175], [-1.1503, -5.5756, 2.5900], [-2.6995, -3.7420, 3.1877], [-1.8968, -1.4305, 3.2913], [-1.4544, -3.5390, -0.7275], [0.0180, -3.7894, -1.6835], [0.8947, -5.1784, -1.0870], [-0.4200, -4.0338, -3.3946], [0.8957, -2.5089, -1.6127], [2.0587, -2.5368, -1.3294], [0.1704, -1.4566, -1.8879]], "forces_ev_per_angstrom": [[0.1, 0.1, 0.3], [0.0, 0.0, 0.0], [0.0, 0.0, 0.0], [0.0, 0.0, 0.0], [0.0, 0.0, 0.0], [0.0, 0.0, 0.0], [0.0, 0.0, 0.0], [0.0, 0.0, 0.0], [-0.1, 0.1, -0.1], [0.0, -0.1, 0.0], [0.0, 0.0, 0.0], [0.0, 0.0, 0.0], [0.0, 0.0, 0.0], [0.0, 0.0, 0.0], [0.0, 0.0, -0.1], [0.0, -0.1, 0.0], [0.0, 0.0, 0.0], [0.0, 0.0, 0.0], [0.0, 0.0, 0.0], [0.0, 0.0, 0.0], [0.0, 0.0, 0.0], [0.0, 0.0, 0.0], [0.0, 0.0, 0.0], [0.0, 0.0, 0.0], [0.0, 0.0, 0.0], [0.1, 0.2, -0.2], [0.0, -0.2, 0.1], [0.0, 0.0, 0.0], [0.0, 0.0, 0.0], [0.0, 0.0, 0.0], [0.0, 0.0, 0.0], [0.0, 0.0, 0.0], [0.0, 0.0, 0.0], [0.0, 0.0, 0.0], [0.0, 0.0, 0.0], [0.0, 0.0, 0.0], [0.0, 0.0, 0.0], [0.0, 0.0, 0.0], [0.0, 0.0, 0.0], [0.0, 0.0, 0.0], [0.0, 0.0, 0.0], [0.1, 0.1, -0.1], [0.0, 0.0, 0.1], [-0.2, -0.1, 0.2], [0.0, 0.0, -0.1], [0.0, 0.0, 0.0], [0.0, 0.0, -0.1], [0.1, 0.0, 0.0], [0.0, 0.0, -0.1], [0.0, 0.0, 0.0], [0.0, 0.0, 0.0], [0.0, 0.0, 0.1], [0.0, 0.0, 0.1], [-0.1, 0.0, 0.0], [0.0, 0.0, 0.0], [0.0, 0.0, 0.0], [0.0, 0.0, 0.0], [0.0, 0.0, 0.0], [0.0, 0.0, 0.0], [0.0, 0.0, 0.0], [0.0, 0.0, 0.0], [0.0, 0.0, 0.0], [0.0, 0.0, 0.0], [0.0, 0.0, 0.0], [0.0, 0.1, 0.1], [0.0, 0.0, 0.0], [0.0, 0.0, 0.0], [0.0, 0.0, 0.0], [0.0, 0.0, 0.0], [0.0, 0.0, 0.0], [0.0, 0.0, 0.0], [0.0, 0.0, 0.0], [0.0, 0.0, 0.0], [0.0, 0.0, 0.0], [0.0, 0.0, 0.0], [0.0, 0.0, 0.0], [0.0, 0.0, 0.0], [0.0, 0.0, 0.0], [0.0, 0.0, 0.0], [0.0, 0.0, 0.0], [0.0, 0.0, 0.0], [0.0, 0.0, 0.0], [0.0, 0.0, 0.0], [0.0, 0.0, 0.0], [0.0, 0.0, 0.0], [0.0, 0.0, -0.1], [0.0, 0.0, -0.1], [0.0, 0.0, 0.0], [0.0, 0.0, 0.3], [0.1, 0.0, -0.1], [-0.1, 0.0, -0.3]], "multiplicity": 5, "relative_energy_ev": 0.348, "e_homo_ha": [-0.3970, -0.3970], "charge": 1}

=====

{"formula": "C40H36BrN7O4RbS2", "method": "ωB97M-V/def2-TZVPD", "symbols": ["Rb", "N", "C", "S", "N", "N", "C", "C", "C", "C", "C", "C", "C", "C", "C", "C", "C", "C", "N", "H", "H", "H", "H", "H", "H", "H", "H", "H", "H", "H", "C", "O", "C", "C", "C", "Br", "C", "C", "C", "O", "C", "N", "C", "C", "C", "C", "C", "C", "N", "H", "H", "H", "H", "H", "H", "H", "H", "H", "H", "H", "C", "C", "O", "S", "C", "C", "C", "C", "C", "C", "C", "C", "H", "H", "H", "H", "H", "H", "H", "C", "N", "C", "C", "O", "H", "H", "H", "H", "H", "H", "H"], "positions_angstrom": [[-1.2469, -0.8923, 0.3920], [-0.3284, -4.1947, 4.5620], [-0.5829, -3.6183, 3.3418], [0.6905, -2.6757, 2.6912], [-1.7487, -3.9634, 2.8512], [-2.1988, -3.3828, 1.7286], [-3.1138, -4.0351, 1.0951], [-3.6026, -5.3761, 1.5278], [-4.9635, -5.5653, 1.7616], [-5.4464, -6.7924, 2.1893], [-4.5732, -7.8536, 2.3796], [-3.2173, -7.6769, 2.1411], [-2.7338, -6.4462, 1.7247], [-3.7098, -3.4570, -0.1252], [-4.1509, -4.3120, -1.1454], [-4.6290, -3.7750, -2.3237], [-4.6890, -2.3956, -2.4609], [-4.2661, -1.6262, -1.3913], [-3.7860, -2.1276, -0.2594], [0.4359, -3.8113, 5.0860], [-1.1135, -4.5781, 5.0627], [-5.6455, -4.7360, 1.6116], [-6.5052, -6.9211, 2.3797], [-4.9481, -8.8137, 2.7128], [-2.5308, -8.5016, 2.2893], [-1.6755, -6.3043, 1.5520], [-4.0896, -5.3830, -1.0129], [-4.9363, -4.4246, -3.1338], [-5.0449, -1.9343, -3.3716], [-4.3099, -0.5424, -1.4451], [2.7513, -1.9150, -0.7600], [2.1849, -1.0574, 0.2185], [3.0124, -0.3216, 0.9825], [4.3913, -0.2893, 0.8750], [5.1026, 0.6113, 1.6625], [6.9970, 0.6563, 1.4904], [4.4864, 1.4703, 2.5349], [3.0935, 1.4046, 2.6828], [2.3642, 0.4946, 1.9297], [1.0133, 0.4104, 2.0568], [2.4468, 2.3189, 3.6244], [3.0851, 3.1020, 4.4597], [2.1059, 3.8115, 5.1185], [2.2151, 4.7844, 6.1099], [1.0495, 5.3403, 6.6036], [-0.2085, 4.9432, 6.1315], [-0.3395, 3.9749, 5.1529], [0.8322, 3.4168, 4.6571], [1.0867, 2.4651, 3.7042], [3.2889, -2.7399, -0.2837], [3.4241, -1.3607, -1.4201], [1.9110, -2.2858, -1.3389], [4.9176, -0.9280, 0.1823], [5.0381, 2.1825, 3.1296], [0.7632, -0.5404, 1.9779], [3.1889, 5.0793, 6.4784], [1.1101, 6.0997, 7.3734], [-1.0965, 5.4050, 6.5443], [-1.3126, 3.6654, 4.7917], [0.4283, 1.9057, 3.1864], [2.5479, 5.1085, -8.5144], [2.1524, 4.1454, -7.4207], [1.1906, 4.2887, -6.7151], [3.2358, 2.7367, -7.3345], [2.4404, 1.7547, -6.0871], [2.8051, 1.9036, -4.7554], [2.1618, 1.1622, -3.7821], [1.1320, 0.2614, -4.1086], [0.8158, 0.1015, -5.4702], [1.4557, 0.8402, -6.4455], [0.4298, -0.4509, -3.1015], [-0.1984, -1.0663, -2.2353], [2.4100, 6.1269, -8.1547], [1.8910, 4.9576, -9.3723], [3.5786, 4.9517, -8.8273], [3.5903, 2.6006, -4.4899], [2.4515, 1.2596, -2.7428], [0.0473, -0.6110, -5.7386], [1.1988, 0.7162, -7.4900], [0.1450, 3.9073, -1.9575], [-0.5812, 3.4560, -0.7915], [-0.5923, 4.3262, 0.3653], [-1.2239, 2.2734, -0.7702], [-1.8615, 1.8394, 0.1814], [-0.3012, 4.8197, -2.3630], [0.1276, 3.1348, -2.7247], [1.1850, 4.1209, -1.6995], [-1.1579, 5.2391, 0.1595], [0.4274, 4.6052, 0.6390], [-1.0608, 3.7965, 1.1903], [-1.1139, 1.7069, -1.7100]], "forces_ev_per_angstrom": [[0.0, -0.2, 0.3], [0.1, -0.1, 0.1], [-0.3, 0.1, 0.1], [0.2, 0.2, -0.3], [-0.3, -0.4, 0.6], [0.1, 0.2, -0.6], [0.2, -0.1, 0.4], [-0.1, 0.0, 0.1], [0.1, 0.0, 0.0], [0.0, -0.1, 0.0], [0.0, 0.0, 0.0], [0.0, 0.0, 0.0], [0.0, 0.0, -0.1], [-0.1, 0.0, -0.4], [0.0, 0.0, 0.1], [0.0, 0.1, 0.0], [0.0, -0.1, 0.0], [0.0, 0.1, -0.1], [0.0, -0.1, 0.2], [0.0, 0.0, 0.0], [0.0, 0.0, -0.1], [0.0, 0.0, 0.0], [0.0, 0.0, 0.0], [0.0, 0.0, 0.0], [0.0, 0.0, 0.0], [0.0, 0.0, 0.0], [0.0, 0.0, 0.0], [0.0, 0.0, 0.0], [0.0, 0.0, 0.0], [0.0, 0.0, 0.0], [0.0, -0.1, 0.0], [0.0, 0.0, 0.1], [0.0, 0.1, -0.1], [0.0, 0.0, 0.0], [0.0, 0.1, 0.0], [0.0, 0.0, 0.0], [0.0, 0.0, 0.0], [0.0, -0.1, -0.2], [0.2, 0.1, 0.0], [-0.1, -0.1, -0.2], [-0.2, 0.1, 0.3], [0.2, 0.0, -0.1], [-0.3, -0.1, -0.1], [0.0, 0.0, 0.0], [0.1, 0.0, 0.0], [-0.1, 0.0, 0.0], [-0.1, 0.0, 0.0], [0.3, 0.2, 0.1], [-0.1, 0.1, 0.0], [0.0, 0.0, 0.0], [0.0, 0.0, 0.0], [0.0, 0.0, 0.0], [-0.1, 0.0, 0.0], [0.0, 0.0, 0.0], [0.1, 0.0, 0.4], [0.0, 0.0, 0.0], [0.0, 0.0, 0.0], [0.0, 0.0, 0.0], [0.0, 0.0, 0.0], [0.0, -0.1, 0.0], [0.0, 0.1, 0.1], [-0.2, -0.2, 0.0], [0.0, 0.1, -0.1], [0.0, -0.2, 0.1], [0.2, 0.2, -0.2], [0.0, 0.0, 0.0], [0.0, -0.1, 0.1], [0.2, 0.1, -0.2], [0.0, 0.0, 0.1], [0.1, 0.0, 0.1], [-0.1, -0.1, 0.1], [0.1, 0.1, -0.4], [0.0, 0.0, 0.0], [0.0, 0.0, 0.0], [0.0, 0.0, 0.0], [0.0, 0.0, 0.0], [0.0, 0.0, 0.0], [0.0, 0.0, 0.0], [0.0, 0.0, 0.0], [0.0, 0.0, -0.1], [0.0, 0.1, 0.1], [0.0, 0.0, 0.0], [0.0, 0.0, -0.1], [0.0, 0.2, 0.0], [0.0, 0.0, 0.0], [0.0, 0.0, 0.0], [0.0, 0.0, 0.0], [0.0, 0.0, 0.0], [0.0, 0.0, 0.0], [0.0, 0.0, 0.0], [0.0, 0.0, 0.1]], "relative_energy_ev": 0.493, "e_homo_ha": -0.1783, "charge": -1}